(1)
DFT (ωB97M-V with the def2-TZVPD basis set) results for a cluster of 3 separate species, CH9N2O2 in total in a non-equilibrium geometry.

Structure (XYZ):
```
14
Properties=species:S:1:pos:R:3:forces:R:3
N 0.8755 0.9686 -1.3911 -0.8 1.3 1.9
H 0.4352 2.0050 1.5205 -0.3 0.2 0.4
O -0.1441 1.5053 0.9394 -1.1 0.5 0.2
H -0.4050 0.1008 -2.6413 -0.7 -0.3 0.6
C -0.1831 0.2256 -1.5742 1.3 -3.7 1.1
H 1.4659 0.9848 -2.1716 0.9 1.2 -1.1
H -1.0452 1.9182 0.9731 1.3 -0.4 0.2
O 0.0061 -1.8452 1.9363 -1.3 -1.7 0.3
N -0.6017 -0.7097 -0.6780 -1.1 0.9 -3.4
H 1.0224 1.4482 -0.4773 0.2 -0.9 -1.0
H 0.7661 -1.9336 2.5316 -0.4 -0.1 -0.2
H -1.1401 -1.4547 -1.1880 0.4 1.0 1.5
H -0.2131 -0.8694 0.2608 -0.2 0.1 -0.1
H -0.6010 -2.6451 2.1146 1.6 1.9 -0.3
```
Positions in Å, forces in eV/Å.

Summary:
relative energy (zero: lowest compared OMol25 entry of this formula, charge and spin) = 1.491 eV
net charge = +1
molar mass = 81.1 g mol⁻¹
LUMO = -3.94 eV
max |F| = 0.0798 hartree/bohr

These are the Löwdin partial charges, in e, on atoms 1 to 2:
1. N 0.147
2. H 0.074

=====

(2)
DFT (ωB97M-V with the def2-TZVPD basis set) results for a cluster of 3 separate species, CH9N3O2 in total in a non-equilibrium geometry.

Structure (XYZ):
```
15
Properties=species:S:1:pos:R:3:forces:R:3
H 2.7643 -0.7567 -1.5174 -0.2 0.0 0.0
H 0.4815 -1.6989 -0.0729 0.7 0.1 0.1
H 0.9159 1.1388 -2.4643 0.2 0.7 0.5
O -1.9140 1.5912 0.1072 0.0 0.3 0.0
H -1.1344 1.5740 -0.4859 0.1 -0.3 -0.2
N 0.3252 0.9427 -1.6555 -0.2 -0.7 0.5
C 0.9605 0.1082 -0.8934 0.1 -0.1 -1.2
H -2.0730 -0.9910 3.0756 0.1 0.1 -0.2
H -0.8813 -1.9483 3.0750 0.0 0.1 -0.2
H 2.7854 0.8645 -0.9755 0.2 -0.2 -0.5
H -2.3286 2.4297 -0.1157 -0.1 0.0 0.1
N 2.3568 -0.0489 -0.8935 0.1 0.0 0.4
N 0.2903 -0.7013 -0.0058 -1.1 0.0 0.5
H -0.7177 -0.5944 -0.1006 0.1 0.1 -0.1
O -1.8310 -1.9097 2.9228 -0.1 -0.2 0.2
```
Positions in Å, forces in eV/Å.

Summary:
relative energy (zero: lowest compared OMol25 entry of this formula, charge and spin) = 0.687 eV
net charge = -1
molar mass = 95.1 g mol⁻¹
2S+1 = 2
LUMO (spin up / spin down) = 3.87 / 3.70 eV
max |F| = 0.0239 hartree/bohr

These are the Löwdin partial charges, in e, on atoms 1 to 2:
1. H -0.044
2. H 0.029